Record 1
{"formula": "C8H11N3O2", "method": "ωB97M-V/def2-TZVPD", "homo_energy_ha": -0.3536, "gap_ev": 9.99, "charge": 0, "species": ["C", "C", "C", "C", "C", "C", "C", "C", "N", "N", "N", "O", "O", "H", "H", "H", "H", "H", "H", "H", "H", "H", "H", "H"], "coordinates": [[-1.535, -2.316, -1.403], [-0.220, -2.575, -1.108], [-2.168, -1.176, -0.941], [0.414, -1.538, -0.359], [-1.481, -0.140, -0.369], [-0.180, -0.389, 0.062], [0.527, 1.994, -0.103], [0.589, 0.701, 0.887], [1.278, 1.924, -1.379], [1.836, 0.316, 1.309], [-0.391, 1.022, 2.065], [0.036, 0.525, 3.089], [-1.281, 1.823, 1.938], [-2.011, -3.157, -1.907], [0.280, -3.516, -1.445], [-3.181, -1.105, -1.094], [1.420, -1.702, -0.009], [-1.795, 0.820, 0.048], [-0.453, 2.240, -0.296], [0.947, 2.840, 0.398], [2.273, 1.642, -1.074], [0.962, 1.071, -1.939], [1.764, -0.419, 2.004], [2.370, 1.114, 1.625]], "forces_ev_per_a": [[0.373, -1.804, 0.003], [0.751, 1.460, 0.489], [0.800, 0.364, -0.633], [1.483, -2.174, 0.081], [0.797, 0.391, 1.875], [0.391, 0.486, -0.261], [2.814, -1.197, 0.454], [-2.958, 0.539, -3.905], [1.256, -2.671, 0.740], [0.688, 0.032, -0.072], [2.734, 0.233, 0.343], [-1.464, 0.125, 0.727], [-0.619, -0.212, 0.264], [-0.683, 0.618, 0.016], [-0.339, 1.137, 0.498], [-2.300, 0.379, -0.500], [0.363, -0.113, -0.125], [-1.296, -0.560, -0.779], [-2.175, 0.271, -0.374], [0.304, 0.565, 0.708], [-1.780, 0.631, -0.911], [0.375, 1.493, 0.989], [0.329, 0.202, 0.023], [0.157, -0.194, 0.349]], "mulliken_charge": [-0.22, -0.73, -1.04, 0.09, -0.25, -0.34, -1.11, 0.86, -0.66, -0.63, 1.15, -0.67, -0.59, 0.32, 0.35, 0.47, 0.39, 0.34, 0.47, 0.58, 0.34, 0.31, 0.29, 0.26]}

---

Record 2
{"formula": "C6H12N2", "method": "ωB97M-V/def2-TZVPD", "homo_energy_ha": -0.3178, "gap_ev": 9.49, "charge": 0, "species": ["C", "C", "C", "C", "N", "N", "H", "H", "H", "H", "H", "H", "C", "C", "H", "H", "H", "H", "H", "H"], "coordinates": [[-0.562, -1.641, 1.987], [0.702, 0.339, 0.965], [-0.091, -0.232, 1.896], [0.427, 1.709, 2.659], [1.028, 1.580, 1.450], [-0.202, 0.617, 2.971], [0.749, 0.048, -0.072], [1.633, 2.180, 0.917], [-0.720, -2.039, 0.989], [-1.409, -1.696, 2.662], [0.557, 2.636, 3.199], [0.204, -2.259, 2.437], [-1.007, 0.174, -2.660], [0.395, -0.441, -2.947], [-1.313, 1.001, -3.273], [-1.637, -0.702, -2.743], [-1.008, 0.398, -1.601], [0.628, -0.611, -3.989], [0.460, -1.297, -2.283], [1.166, 0.234, -2.565]], "forces_ev_per_a": [[0.167, 0.302, -0.075], [-0.683, -0.010, -0.877], [0.448, -0.365, 1.201], [0.909, 0.334, -0.462], [0.129, -0.245, -1.112], [-0.781, 0.055, 0.648], [0.748, 0.095, 0.018], [-0.158, 0.488, 0.422], [-0.483, -0.160, 0.020], [-0.409, -0.119, -0.324], [-0.207, -0.257, 0.369], [0.340, -0.121, 0.158], [1.216, -1.720, 0.248], [-0.156, 1.540, 0.958], [-0.104, 0.249, -0.209], [-0.900, 0.289, -0.345], [-0.254, 0.558, 0.172], [-0.172, -0.481, -0.112], [0.218, -0.555, -0.508], [0.132, 0.122, -0.191]], "mulliken_charge": [-1.07, -0.35, 0.64, -0.14, -0.05, -0.67, 0.15, 0.20, 0.30, 0.33, 0.40, 0.24, -0.67, -0.86, 0.32, 0.24, 0.19, 0.33, 0.26, 0.24]}